No. 1
{
  "formula": "C6H8",
  "method": "ωB97M-V/def2-TZVPD",
  "homo_ev": -8.1,
  "gap_ha": 0.331,
  "lumo_ev": 0.9,
  "smiles": "C1=C[C@H]2C[C@H]2C1",
  "elements": ["C", "C", "C", "C", "C", "C", "H", "H", "H", "H", "H", "H", "H", "H"],
  "coordinates": [[0.92, -0.06, 0.93], [0.39, -1.27, 0.60], [-0.48, -1.07, -0.56], [-1.35, 0.45, 0.14], [-0.28, 0.36, -0.89], [1.02, 0.82, -0.32], [1.21, 0.26, 1.92], [0.47, -2.17, 1.19], [-0.79, -1.85, -1.25], [-1.37, 0.14, 1.15], [-2.00, 1.31, 0.02], [-0.67, 0.68, -1.85], [1.04, 1.90, -0.18], [1.90, 0.50, -0.90]]
}



No. 2
{
  "formula": "C6H8",
  "method": "ωB97M-V/def2-TZVPD",
  "homo_ev": -8.8,
  "gap_ha": 0.368,
  "lumo_ev": 1.2,
  "smiles": "C1=C[C@H]2C[C@H]2C1",
  "elements": ["C", "C", "C", "C", "C", "C", "H", "H", "H", "H", "H", "H", "H", "H"],
  "coordinates": [[1.43, -0.41, 0.57], [0.38, -1.22, 0.72], [-0.75, -0.79, -0.15], [-1.53, 0.48, 0.03], [-0.30, 0.43, -0.90], [1.02, 0.84, -0.22], [2.41, -0.54, 1.02], [0.28, -2.09, 1.36], [-1.27, -1.55, -0.72], [-1.41, 1.15, 0.87], [-2.58, 0.37, -0.24], [-0.31, 0.44, -1.99], [0.85, 1.61, 0.55], [1.77, 1.27, -0.90]]
}



No. 3
{
  "formula": "C6H8",
  "method": "ωB97M-V/def2-TZVPD",
  "homo_ev": -6.8,
  "gap_ha": 0.192,
  "lumo_ev": -1.6,
  "elements": ["C", "C", "C", "C", "C", "C", "H", "H", "H", "H", "H", "H", "H", "H"],
  "coordinates": [[1.61, -0.38, 1.52], [0.23, -0.34, 1.96], [-1.31, -0.04, -2.02], [0.25, -0.45, 0.45], [-0.34, 0.83, -1.52], [0.46, 0.76, -0.40], [2.18, -1.12, 2.03], [-0.38, -1.07, 2.49], [-0.12, 0.59, 2.35], [-1.82, -0.86, -1.42], [-1.76, 0.19, -2.94], [-0.21, 1.74, -2.16], [1.25, 1.45, -0.28], [-0.03, -1.31, -0.06]]
}



No. 4
{
  "formula": "C6H8",
  "method": "ωB97M-V/def2-TZVPD",
  "homo_ev": [-8.8, -8.9],
  "gap_ha": [0.276, 0.279],
  "lumo_ev": [-1.3, -1.3],
  "elements": ["C", "C", "C", "C", "C", "C", "H", "H", "H", "H", "H", "H", "H", "H"],
  "coordinates": [[-2.96, 0.35, 0.32], [-1.99, -0.06, -0.20], [1.14, 1.44, 0.55], [0.57, 0.81, -0.50], [0.85, -1.57, 0.17], [0.39, -0.53, -0.79], [-3.99, 0.63, 0.29], [1.26, 2.57, 0.50], [1.60, 1.03, 1.46], [0.29, 1.49, -1.34], [1.88, -1.31, 0.36], [0.17, -1.47, 1.15], [0.59, -2.61, -0.10], [0.19, -0.78, -1.86]]
}



| no. | total energy (eV) |
| --- | --- |
| 1 | -6347.426 |
| 2 | -6349.879 |
| 3 | -6344.344 |
| 4 | -6344.670 |